1.
Density functional theory data (the ωB97M-V functional and the def2-TZVPD basis) for a 2-piece molecular cluster, C4H9O overall.

```
14
Properties=species:S:1:pos:R:3
C -0.95184 -0.06712 -3.16866
C -1.22536 0.25118 -1.89091
H -0.18744 0.45001 -3.75479
H -1.45405 -0.92780 -3.62605
H -0.71796 1.11989 -1.41089
H -1.84119 -0.32183 -1.25456
C 0.35749 -0.58871 1.46997
O -0.37202 0.01883 0.50121
C 1.21659 0.43887 2.32106
H 1.12908 -1.33763 1.10871
H -0.29450 -1.14896 2.17058
H 1.81915 -0.05452 3.11778
H 0.60685 1.22409 2.78454
H 1.91520 0.94369 1.63202
```

HOMO level = -0.08862 Eh
HOMO-LUMO gap = 6.8 eV
relative energy (zero: lowest compared OMol25 entry of this formula, charge and spin) = 96.5 kJ/mol
total charge = -1

2.
Density functional theory data (the ωB97M-V functional and the def2-TZVPD basis) for C13H17IrN2O4SSe3Te as an isolated structure.

```
42
Properties=species:S:1:pos:R:3
Ir 1.04308 1.57979 -0.20066
Se 3.41228 1.20489 -0.61616
Se 4.45708 3.07689 -0.05966
Te 2.05258 5.45279 -0.56516
Se 0.76468 3.82439 -1.79316
O 0.69508 3.07139 3.14154
N 1.02448 3.76109 2.20924
O 0.79558 4.95659 2.13974
O 1.67088 3.23249 1.24144
S -3.59682 1.98349 0.34494
C -2.01852 1.88059 0.29274
N -0.84652 1.80039 0.29064
C -0.07612 -1.74271 -3.15266
C -1.20092 -0.86521 -2.58916
C -0.94282 0.60319 -2.93316
C -1.38402 -1.12951 -1.10926
C -2.60632 -1.58261 -0.64756
C -2.79022 -1.95811 0.67234
C -1.70382 -1.97771 1.52904
C -0.45882 -1.53221 1.12464
C 0.70648 -1.61881 2.08454
C 1.88678 -2.37431 1.46534
C 1.13728 -0.24801 2.60304
C -0.30752 -0.99891 -0.18626
O 0.82378 -0.44211 -0.55396
H 0.01598 -1.57891 -4.22596
H -0.28732 -2.79751 -2.97456
H 0.86818 -1.48831 -2.67496
H -2.13802 -1.15501 -3.08416
H 0.04388 0.92139 -2.58876
H -1.68562 1.25129 -2.47496
H -0.98012 0.74579 -4.01196
H -3.44452 -1.64191 -1.32956
H -3.76492 -2.26711 1.02124
H -1.82972 -2.35001 2.53724
H 0.36608 -2.20181 2.94914
H 2.30378 -1.83061 0.62184
H 1.56828 -3.35611 1.11544
H 2.67398 -2.50781 2.20554
H 1.50318 0.37759 1.78314
H 1.94338 -0.35161 3.32644
H 0.30578 0.27279 3.07264
```

HOMO level (alpha / beta) = -0.18624 / -0.18536 Eh
HOMO-LUMO gap (alpha / beta) = 4.8 / 4.7 eV
2S+1 = 2
relative energy (zero: lowest compared OMol25 entry of this formula, charge and spin) = 280.0 kJ/mol
total charge = -1

3.
Density functional theory data (the ωB97M-V functional and the def2-TZVPD basis) for the molecule C5H6O2.

```
13
Properties=species:S:1:pos:R:3
O -2.92311 -0.44193 0.10912
C -1.73909 -0.28506 -0.09436
C -0.83689 0.98587 0.05522
C 0.29066 0.06724 -0.39816
C 1.74842 0.01980 0.39821
O 1.48973 0.37049 -0.97117
C -0.62134 -1.08159 -0.53314
H -0.75988 1.44364 1.04552
H -1.03738 1.74913 -0.70215
H 1.97075 0.85470 1.05913
H 2.38376 -0.86355 0.47491
H -0.47384 -2.06455 -0.96239
H 0.48570 -0.77715 0.54341
```

HOMO level = -0.30598 Eh
HOMO-LUMO gap = 8.9 eV
relative energy (zero: lowest compared OMol25 entry of this formula, charge and spin) = 549.4 kJ/mol

4.
Density functional theory data (the ωB97M-V functional and the def2-TZVPD basis) for a 3-piece molecular cluster, C16H39OP overall.

```
57
Properties=species:S:1:pos:R:3
C 0.23846 -1.72982 -0.79623
C 0.21140 -0.20180 -0.88972
P -1.35847 0.66921 -0.46767
C -2.54628 -0.19420 -1.60509
C -3.92974 -0.39637 -1.01161
O -4.64252 -1.27496 -1.87630
H -0.13495 -2.19258 -1.71000
H 1.25587 -2.09080 -0.64357
H -0.37266 -2.09132 0.03371
H 0.99317 0.24012 -0.26820
H 0.41355 0.11860 -1.91755
H -1.68694 -0.06624 0.69959
H -2.16668 -1.16719 -1.91851
H -2.63198 0.43451 -2.49431
H -4.44969 0.56612 -0.93178
H -3.86086 -0.82304 -0.00421
H -5.53490 -1.40825 -1.52666
C -3.32952 3.04096 5.57086
C -3.65052 4.18732 4.61805
C -4.87975 3.93234 3.74685
C -4.77501 2.70845 2.83441
C -3.57272 2.71380 1.89177
C -3.55629 3.88688 0.91898
H -3.09691 2.12156 5.03109
H -2.46955 3.27803 6.19839
H -4.17639 2.83364 6.22914
H -2.78209 4.38824 3.98431
H -3.81760 5.10002 5.19591
H -5.07687 4.82211 3.14296
H -5.75371 3.80897 4.39466
H -5.69154 2.64159 2.23888
H -4.74586 1.80029 3.44298
H -3.57482 1.78085 1.32128
H -2.64339 2.70530 2.46844
H -4.46399 3.89954 0.31032
H -2.70141 3.81760 0.24557
H -3.49430 4.84375 1.44021
C 7.71792 -3.14971 -1.73239
C 6.31954 -3.10999 -1.12585
C 5.28914 -3.91950 -1.91193
C 5.07902 -3.46136 -3.35676
C 4.68114 -1.99406 -3.51168
C 3.37511 -1.64248 -2.80805
H 7.73556 -2.71714 -2.73398
H 8.42890 -2.59121 -1.12247
H 8.07902 -4.17781 -1.80920
H 5.98897 -2.07077 -1.04029
H 6.35885 -3.49677 -0.10426
H 4.33532 -3.89391 -1.37777
H 5.59759 -4.96975 -1.92322
H 4.30322 -4.08781 -3.80858
H 5.98779 -3.64576 -3.93574
H 4.58922 -1.76896 -4.57729
H 5.48151 -1.34969 -3.13684
H 2.55519 -2.26240 -3.17862
H 3.10581 -0.59798 -2.97197
H 3.44664 -1.79615 -1.73008
```

HOMO level = -0.32452 Eh
HOMO-LUMO gap = 9.6 eV

5.
Density functional theory data (the ωB97M-V functional and the def2-TZVPD basis) for the molecule C4H5NO.

```
11
Properties=species:S:1:pos:R:3
C 1.99445 0.24595 0.60055
C 0.55635 0.39933 1.05102
C -0.46389 -0.09005 0.14978
C -1.38634 -0.36442 -0.58925
O 0.25797 0.89911 2.11997
N -2.43265 -0.68128 -1.36311
H 2.11780 0.47175 -0.46387
H 2.31286 -0.79102 0.75960
H 2.62577 0.90312 1.20143
H -3.31651 -0.26319 -1.10592
H -2.26584 -0.72931 -2.36019
```

HOMO level = -0.33851 Eh
HOMO-LUMO gap = 9.9 eV
relative energy (zero: lowest compared OMol25 entry of this formula, charge and spin) = 178.1 kJ/mol

6.
Density functional theory data (the ωB97M-V functional and the def2-TZVPD basis) for a 2-piece molecular cluster, C2H6BrNOS overall.

```
12
Properties=species:S:1:pos:R:3
C 0.16690 1.56780 -0.65057
C -0.39715 -0.52163 1.22290
N -0.53938 -0.83846 -1.52567
O 1.75814 -0.60664 -0.34452
S 0.38193 -0.22867 -0.43074
Br -0.23626 -3.45163 -1.01693
H -0.40513 1.84218 0.25236
H 1.07780 2.10623 -0.63144
H -0.39355 1.68750 -1.58757
H -1.10563 0.35193 1.57517
H -0.79131 -1.51656 1.26344
H 0.48363 -0.39203 1.87355
```

HOMO level (alpha / beta) = -0.36588 / -0.36636 Eh
HOMO-LUMO gap (alpha / beta) = 7.0 / 7.0 eV
relative energy (zero: lowest compared OMol25 entry of this formula, charge and spin) = 123.5 kJ/mol

7.
Density functional theory data (the ωB97M-V functional and the def2-TZVPD basis) for the molecule C14H13FO5S.

```
34
Properties=species:S:1:pos:R:3
O 3.17684 -1.96414 2.38366
C 2.49497 -1.60328 1.44995
C 1.09158 -2.10889 1.19758
C 0.15956 -1.34553 0.63915
C -1.25417 -1.84713 0.33049
C -1.87030 -1.14717 -0.89901
C -3.13622 -0.28631 -0.61684
C -3.14281 0.50650 0.71864
S -3.35892 2.28293 0.55548
O -2.99220 2.83393 1.82737
O -4.70785 2.64182 0.23960
O -2.33660 2.87495 -0.52623
C 0.57169 0.06842 0.29387
O -0.17479 1.02750 0.34270
C 2.00571 0.24437 -0.14097
C 2.31607 1.18936 -1.08993
C 3.64485 1.35755 -1.43977
C 4.58716 0.57174 -0.82327
F 5.86715 0.79170 -1.16451
C 4.29056 -0.40002 0.09777
C 2.96900 -0.56543 0.44562
H 0.89931 -3.14576 1.47791
H -1.15171 -2.92258 0.15094
H -1.84041 -1.73381 1.25085
H -2.18920 -1.94181 -1.58713
H -1.14675 -0.55710 -1.47143
H -4.02933 -0.90299 -0.75100
H -3.18757 0.45454 -1.43086
H -2.27032 0.36639 1.35608
H -4.01984 0.17840 1.28817
H -1.78611 2.18196 -0.92243
H 1.53379 1.78563 -1.54900
H 3.90460 2.10762 -2.17968
H 5.08223 -0.99334 0.54623
```

HOMO level = -0.37397 Eh
HOMO-LUMO gap = 8.8 eV

Number 1: maximum force 2.582 eV/A. Number 2: maximum force 2.938 eV/A. Number 3: maximum force 0.420 eV/A. Number 4: maximum force 0.318 eV/A. Number 5: maximum force 0.599 eV/A. Number 6: maximum force 3.131 eV/A. Number 7: maximum force 3.223 eV/A.